[1]
Formula: C35H35AgClN2O5S
Source: the OMol25 dataset
Level of theory: the ωB97M-V functional and the def2-TZVPD basis

Element x y z (Å)
Ag1 0.04212 0.15667 0.16267
C1 5.09879 1.57909 0.26945
C2 3.66051 2.11252 0.21140
C3 3.65374 3.61834 -0.04113
C4 2.87458 1.32413 -0.81822
C5 2.61197 1.79117 -2.09497
C6 1.90234 1.02075 -3.00941
C7 1.43651 -0.23961 -2.67649
C8 0.64345 -1.08719 -3.63594
C9 1.73159 -0.74036 -1.40422
C10 2.43831 0.03726 -0.48389
H1 5.67901 2.09998 1.03496
H2 5.58572 1.72123 -0.69792
H3 5.10206 0.51351 0.50092
H4 3.19568 1.92831 1.18580
H5 4.24323 3.86521 -0.92693
H6 4.09050 4.14395 0.81007
H7 2.63436 3.98011 -0.18417
H8 2.93284 2.78356 -2.38507
H9 1.69388 1.42553 -3.99352
H10 -0.20107 -1.54068 -3.11588
H11 1.25827 -1.89713 -4.03627
H12 0.26017 -0.49842 -4.46887
H13 1.46937 -1.75914 -1.14294
H14 2.71940 -0.40536 0.46744
C11 0.52309 7.32783 3.37878
C12 0.08504 6.21865 2.45756
C13 0.73837 4.98806 2.46002
C14 0.32598 3.96571 1.62213
C15 -0.74269 4.17047 0.76212
C16 -1.40733 5.38439 0.75128
C17 -0.99105 6.40416 1.59497
S1 -1.32410 2.80607 -0.23816
O1 -0.17901 2.39560 -1.03708
O2 -2.47585 3.28502 -0.97319
N1 -1.58391 1.64693 0.78928
C18 -2.74960 1.32090 1.43122
C19 -3.81873 2.16911 1.74351
C20 -4.90364 1.67949 2.45854
C21 -4.96731 0.36258 2.89126
C22 -3.92340 -0.51129 2.58535
C23 -3.89481 -1.92745 2.96198
C24 -3.00292 -2.77684 2.44432
C25 -1.97254 -2.32503 1.46292
N2 -1.80489 -0.87581 1.45757
C26 -2.84776 -0.02377 1.85327
H15 1.57847 7.23292 3.63345
H16 -0.04896 7.30217 4.30936
H17 0.36333 8.30062 2.91357
H18 1.57284 4.82821 3.13354
H19 0.82370 3.00299 1.62263
H20 -2.23985 5.51039 0.07042
H21 -1.51238 7.35493 1.59061
H22 -3.78582 3.20190 1.42209
H23 -5.72603 2.34856 2.68578
H24 -5.81879 0.01371 3.46455
H25 -4.64533 -2.27790 3.66317
H26 -3.01881 -3.83187 2.70008
H27 -2.13117 -2.74479 0.46521
C27 0.46739 -1.47490 5.34147
C28 1.83156 -1.66383 4.72857
C29 2.87592 -0.87433 5.20986
C30 4.16636 -0.99498 4.73436
Cl1 5.43242 0.00482 5.39706
C31 4.46162 -1.90555 3.73542
C32 3.43715 -2.68396 3.23742
C33 2.12705 -2.59302 3.71896
O3 1.30282 -3.52070 3.17587
C34 -0.08852 -3.34378 2.96484
C35 -0.41681 -2.33739 1.85051
O4 -0.69643 -0.93992 2.42378
O5 0.40183 -2.27965 0.85947
H28 0.51044 -0.69641 6.10235
H29 0.11639 -2.39049 5.82093
H30 -0.26033 -1.17840 4.58545
H31 2.67161 -0.15951 5.99675
H32 5.46877 -2.00259 3.35412
H33 3.62070 -3.39770 2.44529
H34 -0.63867 -3.09686 3.87302
H35 -0.41738 -4.32244 2.61133

Charge: -1
ΔE to the lowest compared entry with this formula, charge and spin: 97.2 kcal per mole
Kohn-Sham gap: 7.27 eV
HOMO energy: -4.8 eV
E: -2845.77022 a.u.

Löwdin population analysis, charges in e, atoms 1 to 2: 0.84 -0.06



[2]
Formula: C36H43CrN5O5S
Source: the OMol25 dataset
Level of theory: the ωB97M-V functional and the def2-TZVPD basis

Element x y z (Å)
Cr1 -0.66888 0.61010 0.35153
C1 -1.43559 0.14098 4.48752
C2 -0.98724 -0.38760 3.16242
O1 -0.54366 0.39704 2.30137
N1 -1.06398 -1.70006 2.94681
C3 -0.64528 -2.31442 1.69293
C4 -1.72582 -2.23435 0.64873
C5 -2.48453 -3.32682 0.28064
C6 -3.45501 -3.17541 -0.69961
C7 -3.64084 -1.93455 -1.27808
C8 -2.85594 -0.87915 -0.85020
N2 -1.92727 -1.02963 0.09965
H1 -1.00843 1.12868 4.63330
H2 -1.15040 -0.51733 5.30612
H3 -2.52385 0.23124 4.47689
H4 -1.49657 -2.27245 3.65429
H5 -0.37385 -3.34948 1.88825
H6 0.25421 -1.80367 1.33928
H7 -2.30328 -4.28618 0.74591
H8 -4.05105 -4.02270 -1.01135
H9 -4.37172 -1.77093 -2.05632
H10 -2.96168 0.11093 -1.27827
C9 -2.62917 -0.34482 -5.52769
C10 -2.21498 0.56571 -4.40407
C11 -3.19345 1.19124 -3.62961
C12 -2.83453 2.06127 -2.61574
C13 -1.49439 2.26807 -2.32268
C14 -0.50585 1.62470 -3.06891
N3 0.84827 1.77532 -2.73860
C15 1.34461 2.83107 -1.95157
C16 1.16400 4.15140 -2.35951
C17 1.72141 5.19006 -1.63524
C18 2.49462 4.92904 -0.50937
C19 2.68420 3.61930 -0.10429
C20 2.08618 2.57551 -0.80234
C21 2.24404 1.18090 -0.28445
O2 3.29983 0.58116 -0.29221
O3 1.16313 0.65190 0.24443
C22 -0.86168 0.80780 -4.15662
C23 0.19525 0.25506 -5.07183
H11 -3.70343 -0.52232 -5.50643
H12 -2.12033 -1.30884 -5.46916
H13 -2.38562 0.08630 -6.50102
H14 -4.23916 1.01596 -3.85156
H15 -3.59301 2.57572 -2.03815
H16 -1.20306 2.95631 -1.54156
H17 1.37672 0.91527 -2.74166
H18 0.60218 4.34806 -3.26392
H19 1.57552 6.20959 -1.96769
H20 2.94970 5.73974 0.04283
H21 3.28128 3.39384 0.76992
H22 1.09486 0.86865 -5.03649
H23 -0.15659 0.24313 -6.10274
H24 0.47790 -0.76604 -4.80699
C24 2.64318 -4.55401 -2.29464
N4 1.79454 -3.41645 -2.62683
C25 1.61096 -2.31260 -1.87947
S1 0.13983 -1.46297 -2.00716
N5 2.58416 -1.89163 -1.06680
C26 4.01286 -2.13824 -1.22995
H25 2.05020 -5.46541 -2.35836
H26 3.00634 -4.46358 -1.27528
H27 3.49527 -4.64291 -2.96771
H28 1.03302 -3.58773 -3.26339
H29 2.36884 -1.04475 -0.55099
H30 4.22866 -2.45371 -2.24885
H31 4.38998 -2.88569 -0.53257
H32 4.52346 -1.19645 -1.04381
C27 -5.41904 7.10080 1.81738
C28 -4.50029 5.93514 1.58853
C29 -4.90693 4.63577 1.86861
C30 -4.08098 3.54388 1.65432
C31 -4.62548 2.18783 2.03162
C32 -2.78405 3.76935 1.14794
C33 -2.33791 5.07763 0.88038
C34 -0.97009 5.44421 0.36035
C35 -3.21814 6.13017 1.10018
C36 -1.90990 2.62564 0.85448
O4 -0.65347 2.65637 0.85984
O5 -2.41901 1.47647 0.52852
H33 -6.38786 6.77573 2.19209
H34 -5.57903 7.65474 0.89147
H35 -4.98995 7.79552 2.54079
H36 -5.89654 4.46913 2.27773
H37 -5.43482 2.31477 2.74943
H38 -3.86793 1.54362 2.47347
H39 -5.02109 1.66012 1.16290
H40 -1.06687 6.24483 -0.37361
H41 -0.41835 4.62479 -0.08414
H42 -0.36252 5.82999 1.18199
H43 -2.88049 7.13680 0.87885

Charge: +1
Kohn-Sham gap (spin up / spin down): 6.36 / 7.07 eV
HOMO energy (spin up / spin down): -9.8 / -9.8 eV
E: -3490.24017 a.u.
Spin multiplicity: 4

Löwdin population analysis, charges in e, atoms 1 to 2: 1.02 0.05



[3]
Formula: C20H37N4O6P
Source: the OMol25 dataset
Level of theory: the ωB97M-V functional and the def2-TZVPD basis

Element x y z (Å)
C1 3.42290 2.02385 -2.02956
O1 2.48898 1.70037 -0.90018
C2 1.30878 2.54050 -1.18996
C3 -0.12318 1.80580 -0.86814
O2 -0.25011 0.43472 -1.38796
C4 0.26273 0.30467 -2.76039
O3 -0.42771 0.47152 -3.89117
P1 -1.52215 3.00166 -1.38798
O4 -2.90844 2.74861 -0.62051
O5 -0.96000 4.63837 -0.98641
O6 -1.86243 3.03118 -3.09997
H1 4.52862 1.71755 -1.73695
H2 3.14256 1.45761 -3.02039
H3 3.46402 3.20106 -2.22283
H4 1.28203 2.98907 -2.27185
H5 1.38618 3.47308 -0.45149
H6 -0.18431 1.71154 0.32047
H7 1.39809 -0.04118 -2.88818
H8 -0.37748 4.87295 -1.78890
H9 -0.98059 3.25837 -3.52653
C5 3.04720 -0.03099 2.93921
C6 2.75335 -1.17435 1.97667
C7 4.01406 -1.79026 1.37058
C8 4.73212 -0.84973 0.50062
N1 5.30307 -0.10533 -0.18324
H10 3.52743 0.80959 2.42874
H11 2.11583 0.33659 3.38170
H12 3.70198 -0.36053 3.75208
H13 2.08751 -0.81518 1.18267
H14 2.20937 -1.95547 2.52118
H15 3.72841 -2.67053 0.78259
H16 4.67836 -2.14341 2.16747
C9 -5.88199 -0.39432 -1.43513
C10 -4.44238 -0.00242 -1.74178
C11 -3.75945 -0.94557 -2.73182
C12 -3.58689 -2.29815 -2.18610
N2 -3.45461 -3.36890 -1.75742
H17 -5.93579 -1.37054 -0.94334
H18 -6.33717 0.34159 -0.76459
H19 -6.48110 -0.43560 -2.35024
H20 -3.87320 0.04104 -0.80534
H21 -4.44051 1.00948 -2.16438
H22 -2.77424 -0.53669 -2.98558
H23 -4.33399 -0.98953 -3.66403
C13 -8.45279 0.62747 1.87590
C14 -7.63537 1.86243 1.51982
C15 -7.75884 2.98405 2.55075
C16 -9.11767 3.53788 2.61312
N3 -10.19272 3.97285 2.66666
H24 -9.52475 0.84742 1.89341
H25 -8.28677 -0.15998 1.13380
H26 -8.16504 0.23550 2.85653
H27 -7.93910 2.22268 0.52949
H28 -6.58089 1.57098 1.44452
H29 -7.06039 3.78609 2.28407
H30 -7.45892 2.61837 3.53937
C17 8.02839 -3.31351 -0.09642
C18 8.77122 -3.61134 1.19957
C19 8.55750 -5.03904 1.70164
C20 7.16504 -5.28965 2.09572
N4 6.06352 -5.49015 2.40272
H31 6.94440 -3.38218 0.03778
H32 8.25794 -2.29861 -0.43651
H33 8.32295 -4.01088 -0.88698
H34 8.46294 -2.88988 1.96589
H35 9.84341 -3.45750 1.02843
H36 9.20777 -5.20886 2.56797
H37 8.86236 -5.75629 0.93114

Charge: 0
Kohn-Sham gap: 10.11 eV
SMILES: COC[C@H](OC=O)P(=O)(O)O.CCCC#N.CCCC#N.CCCC#N.CCCC#N
HOMO energy: -10.8 eV
E: -1795.96326 a.u.

Löwdin population analysis, charges in e, atoms 1 to 2: -0.12 -0.23